The following is a quantum chemistry calculation of C22H22F3N6O4Pd as an isolated structure, from OMol25.

Results
2S+1: 1
Relative energy (zero: lowest compared OMol25 entry of this formula, charge and spin), kcal per mole: 6.6
Gap between HOMO and LUMO, eV: 7.61
Net charge: -1
F_max, eV Å⁻¹: 0.8
E, eV: -51936.816

Geometry (Å):
Pd: -0.72527 -0.36337 -1.09471
O: -1.44885 1.33191 -1.79416
C: -0.81796 2.03933 -2.67939
C: -1.54224 3.07233 -3.32455
C: -0.95944 3.89674 -4.25426
C: 0.38910 3.74548 -4.59807
C: 1.11883 2.75699 -3.98411
C: 0.56264 1.89364 -3.02425
C: 1.43420 0.90749 -2.43864
N: 1.10250 0.08984 -1.50555
N: 2.02884 -0.83173 -1.06945
C: 1.44631 -1.85124 -0.49219
O: 0.17231 -1.96143 -0.32001
C: 2.30209 -2.94682 0.02296
C: 1.74412 -3.93069 0.83370
C: 2.53522 -4.95370 1.33162
C: 3.88620 -5.00598 1.01898
C: 4.44447 -4.02973 0.20456
C: 3.65779 -3.00312 -0.29103
H: -2.58682 3.17430 -3.06038
H: -1.55672 4.66610 -4.72978
H: 0.84672 4.39142 -5.33563
H: 2.16554 2.62406 -4.23726
H: 2.45731 0.84496 -2.80335
H: 0.68630 -3.88091 1.05333
H: 2.09488 -5.71513 1.96334
H: 4.50310 -5.80774 1.40580
H: 5.49707 -4.07095 -0.04685
H: 4.07781 -2.23482 -0.92433
C: -1.95897 0.66021 2.02778
N: -2.06587 1.27516 3.36192
C: -1.08979 0.62182 4.23603
N: 0.28379 0.73676 3.73831
C: 0.32480 0.13834 2.39391
N: -0.61207 0.78801 1.48835
C: -0.27284 2.19973 1.39322
N: -0.33137 2.86181 2.70702
C: -1.68708 2.68441 3.23546
C: 0.59500 2.16184 3.60072
H: -2.66366 1.14430 1.34803
H: -2.22196 -0.39788 2.09429
H: -1.34643 -0.43661 4.32024
H: -1.14382 1.07622 5.22963
H: 0.08155 -0.92438 2.46296
H: 1.33800 0.23408 1.99445
H: -0.96795 2.68812 0.70639
H: 0.73816 2.30109 0.99013
H: -2.39342 3.17930 2.56538
H: -1.74617 3.15706 4.22019
H: 0.55254 2.62910 4.58889
H: 1.60910 2.26435 3.20747
F: -3.80942 -3.71547 -3.31703
C: -4.01487 -2.56555 -2.65066
F: -4.81434 -1.80308 -3.42866
F: -4.72653 -2.87547 -1.55413
C: -2.67678 -1.82565 -2.34942
O: -1.82971 -1.84860 -3.22920
O: -2.66595 -1.25624 -1.20802

Here are the Mulliken charges for atoms 1 to 6, given in e: Pd 0.43; O -0.61; C 0.84; C -0.61; C -0.34; C -0.68

The following is a quantum chemistry calculation of C22H22FN3ORe as an isolated structure, from OMol25.

Results
2S+1: 2
⟨S²⟩: 0.854
Relative energy (zero: lowest compared OMol25 entry of this formula, charge and spin), kcal per mole: 41.4
Gap between HOMO and LUMO (alpha / beta), eV: 6.38 / 6.30
F_max, eV Å⁻¹: 2.4
E, eV: -34534.967

Geometry (Å):
Re: 0.40171 0.07119 0.22442
O: -3.25852 -1.76393 0.95338
C: -2.17266 -1.19204 1.02890
N: -1.25518 -1.10337 0.04731
C: -1.72436 -1.54447 -1.25590
C: -1.68180 -0.39441 -2.23247
C: -2.42122 -0.38601 -3.41007
C: -2.34236 0.71924 -4.24109
C: -1.54556 1.79114 -3.86678
C: -0.84274 1.70382 -2.67920
N: -0.90756 0.63587 -1.89717
C: -1.78127 -0.43314 2.25772
C: -2.49995 -0.52905 3.43763
C: -2.18366 0.31539 4.48585
C: -1.14990 1.23086 4.31516
C: -0.45881 1.25256 3.11955
N: -0.77318 0.44700 2.10447
H: -1.09845 -2.36711 -1.62599
H: -2.75263 -1.91332 -1.15470
H: -3.04345 -1.23017 -3.66185
H: -2.90314 0.75320 -5.16277
H: -1.47356 2.67720 -4.47664
H: -0.21491 2.50978 -2.32209
H: -3.30190 -1.24544 3.49227
H: -2.73879 0.27754 5.40860
H: -0.89317 1.92366 5.10010
H: 0.35230 1.95082 2.94205
F: 1.58102 1.58894 0.32881
C: 3.65171 -0.62968 1.28376
C: 2.83460 -1.82611 0.77734
C: 2.15921 -2.51510 1.98488
C: 1.67088 -1.41142 -0.08535
C: 3.72133 -2.77103 -0.01313
C: 3.96230 -4.08091 0.37539
C: 4.69310 -4.94222 -0.42592
C: 5.22130 -4.50199 -1.62569
C: 5.02882 -3.18395 -2.00486
C: 4.27969 -2.33274 -1.21293
H: 2.99928 0.08399 1.78488
H: 4.12100 -0.11009 0.45379
H: 4.41838 -0.96918 1.97741
H: 1.49145 -1.80203 2.46587
H: 2.89668 -2.84760 2.71017
H: 1.55923 -3.36198 1.66267
H: 1.44853 -2.21340 -0.80409
H: 3.56907 -4.45701 1.30469
H: 4.83916 -5.96647 -0.11472
H: 5.77076 -5.17923 -2.26363
H: 5.45567 -2.82197 -2.93083
H: 4.10157 -1.31857 -1.53965

Here are the Mulliken charges for atoms 1 to 6, given in e: Re 1.01; O -0.78; C 0.21; N 0.08; C -1.09; C 0.75

The following is a quantum chemistry calculation of a 2-piece molecular cluster, C22H22N2O2 overall, from OMol25.

Results
2S+1: 1
Relative energy (zero: lowest compared OMol25 entry of this formula, charge and spin), kcal per mole: 75.3
Gap between HOMO and LUMO, eV: 4.66
F_max, eV Å⁻¹: 1.6
E, eV: -30244.418

Geometry (Å):
C: -6.09289 3.53919 -2.20651
C: -4.85352 3.07836 -1.50359
C: -4.96688 2.57244 -0.19831
C: -3.86518 2.05094 0.45721
C: -2.59810 1.99344 -0.18679
C: -1.51376 1.30692 0.42472
C: -0.21595 1.35372 -0.06887
C: 0.79034 0.42300 0.14330
C: 2.08466 0.56685 -0.43205
C: 3.09810 -0.39550 -0.17398
C: 4.33422 -0.30636 -0.79600
C: 4.60889 0.73710 -1.69874
C: 5.91655 0.79149 -2.41356
C: 3.63904 1.72564 -1.92190
C: 2.40968 1.65814 -1.29360
C: -2.48617 2.56061 -1.49430
C: -3.60034 3.07185 -2.14200
H: -5.87277 3.88181 -3.22443
H: -6.82077 2.71715 -2.26651
H: -6.59098 4.35012 -1.65805
H: -5.94965 2.56499 0.28023
H: -3.94992 1.65735 1.46981
H: -1.70908 0.69628 1.30549
H: 0.01085 2.21378 -0.70151
H: 0.58570 -0.48128 0.71873
H: 2.85348 -1.21016 0.50620
H: 5.09688 -1.06468 -0.59341
H: 5.93957 1.63705 -3.11588
H: 6.76046 0.89851 -1.71521
H: 6.09460 -0.13211 -2.98425
H: 3.85730 2.55311 -2.60243
H: 1.69017 2.45250 -1.48683
H: -1.52031 2.54259 -2.00360
H: -3.52887 3.44397 -3.16776
C: 0.43266 -4.45425 4.57074
N: 0.45100 -4.05853 3.18227
C: 0.66230 -2.66758 2.93153
O: 0.84385 -1.94375 3.91399
N: 0.64770 -2.24208 1.65618
C: 0.56197 -3.10622 0.61770
O: 0.72515 -2.72123 -0.56346
C: 0.28421 -4.51545 0.90441
C: 0.24905 -4.94770 2.18206
H: 0.26507 -5.52842 4.68375
H: 1.38040 -4.18871 5.05025
H: -0.35614 -3.91201 5.10311
H: 0.14664 -5.17687 0.05552
H: 0.07076 -5.98602 2.45635

Here are the Mulliken charges for atoms 1 to 6, given in e: C -1.37; C 1.05; C -0.54; C -0.72; C 0.74; C -0.54

The following is a quantum chemistry calculation of one molecule with the formula C22H22N2O7, from OMol25.

Results
2S+1: 1
SMILES string: COc1ccc(CN2C(=O)NC(=O)/C(=C/c3ccc(OC)c(OC)c3OC)C2=O)cc1
Relative energy (zero: lowest compared OMol25 entry of this formula, charge and spin), kcal per mole: 1.8
Gap between HOMO and LUMO, eV: 7.75
F_max, eV Å⁻¹: 0.9
E, eV: -40483.297

Geometry (Å):
C: -5.82756 -2.57412 2.18701
O: -5.97064 -2.23246 0.83029
C: -5.01239 -1.45832 0.24918
C: -3.86609 -0.99536 0.88341
C: -2.96088 -0.21124 0.18754
C: -3.17426 0.12998 -1.13781
C: -2.18567 0.97891 -1.89407
N: -1.51602 1.93024 -1.01631
C: -2.29894 2.96019 -0.54412
O: -3.45512 3.10323 -0.85466
N: -1.65961 3.85083 0.29131
C: -0.36766 3.78100 0.76725
O: 0.05630 4.63097 1.51879
C: 0.39644 2.61157 0.30631
C: 1.64962 2.47616 0.81875
C: 2.62083 1.43716 0.62270
C: 3.95293 1.82221 0.47903
C: 4.93674 0.91236 0.16802
C: 4.60560 -0.43088 0.01503
O: 5.49437 -1.40402 -0.30238
C: 6.85383 -1.06565 -0.44272
C: 3.28009 -0.86311 0.22366
O: 2.99815 -2.21297 0.11476
C: 3.03925 -2.71987 -1.20761
C: 2.28533 0.05880 0.56600
O: 1.03111 -0.22699 0.95502
C: 0.51645 -1.54301 0.92753
C: -0.16950 1.73419 -0.72573
O: 0.46806 0.90679 -1.34255
C: -4.32372 -0.33512 -1.76664
C: -5.22854 -1.12110 -1.08801
H: -5.79948 -1.68488 2.82510
H: -4.92761 -3.17395 2.35913
H: -6.70642 -3.16685 2.43596
H: -3.66653 -1.23146 1.91710
H: -2.07681 0.14336 0.69854
H: -1.39929 0.35877 -2.33490
H: -2.69961 1.53065 -2.68498
H: -2.22221 4.63177 0.61100
H: 1.97655 3.31451 1.42844
H: 4.20218 2.86891 0.56367
H: 5.95160 1.24960 0.03941
H: 7.00976 -0.36120 -1.26566
H: 7.25958 -0.64489 0.48183
H: 7.36503 -2.00058 -0.66703
H: 2.71571 -3.75674 -1.13535
H: 2.35724 -2.16356 -1.85974
H: 4.04869 -2.68002 -1.62212
H: 0.41293 -1.90507 -0.09715
H: 1.13787 -2.23144 1.50137
H: -0.47180 -1.47146 1.38156
H: -4.51197 -0.07335 -2.79701
H: -6.12391 -1.48251 -1.56815

Here are the Mulliken charges for atoms 1 to 6, given in e: C -0.81; O -0.46; C 0.85; C -0.77; C 0.01; C 0.34